Density functional theory data (wB97M-V/def2-TZVPD) for 7 unconnected molecules or ions with the total composition C52H84FN2O24S2 at a distorted geometry.

Summary:
total charge: +1
electronic energy: -131787.8709 eV

Element x y z (Å)
C: 0.75 1.96 4.28
C: 1.11 3.28 3.54
C: 0.20 3.55 2.33
F: -0.57 4.67 2.63
C: 0.82 3.79 0.94
C: 1.85 2.76 0.29
C: 3.16 2.40 1.04
C: 3.17 1.14 1.92
C: 0.95 1.65 -0.25
C: 0.74 1.51 -1.61
C: -0.07 0.51 -2.07
C: -0.66 -0.31 -1.15
N: -0.53 -0.19 0.16
C: 0.27 0.79 0.56
C: 2.39 3.69 -0.79
C: 3.32 3.42 -1.94
C: 3.78 1.97 -2.13
C: 3.90 1.61 -3.62
S: 4.60 -0.04 -3.62
O: 5.83 0.00 -2.93
O: 3.65 -0.87 -2.94
O: 4.82 -0.49 -5.12
N: 2.05 4.92 -0.62
C: 1.15 5.25 0.54
C: 0.03 6.03 -0.20
C: -0.99 6.74 0.69
C: -2.32 5.92 0.62
C: -3.14 6.21 -0.65
C: -3.87 4.96 -1.15
C: -4.92 4.42 -0.15
C: -4.51 3.00 0.30
C: -5.52 2.41 1.30
C: -6.16 1.11 0.84
O: -6.95 1.27 -0.33
C: -6.35 0.80 -1.52
S: 2.27 6.22 1.63
C: 3.52 6.97 0.60
O: 1.57 7.29 2.28
O: 2.94 5.38 2.59
H: 1.60 1.28 4.31
H: 0.48 2.15 5.32
H: -0.08 1.42 3.82
H: 0.92 4.07 4.26
H: 2.17 3.30 3.35
H: -0.52 2.74 2.27
H: -0.05 3.63 0.29
H: 3.99 2.30 0.34
H: 3.44 3.26 1.65
H: 3.71 0.33 1.43
H: 3.70 1.38 2.84
H: 2.20 0.77 2.22
H: 1.20 2.16 -2.34
H: -0.23 0.37 -3.13
H: -1.31 -1.10 -1.52
H: 0.37 0.90 1.63
H: 2.82 3.80 -2.84
H: 4.21 4.05 -1.82
H: 4.80 1.91 -1.75
H: 3.21 1.23 -1.57
H: 2.92 1.66 -4.11
H: 4.62 2.30 -4.06
H: 3.97 -0.37 -5.58
H: 2.42 5.57 -1.30
H: -0.45 5.39 -0.93
H: 0.57 6.80 -0.77
H: -0.72 6.80 1.74
H: -1.23 7.74 0.34
H: -2.01 4.87 0.63
H: -2.88 6.06 1.55
H: -2.45 6.56 -1.42
H: -3.88 6.97 -0.39
H: -4.42 5.27 -2.04
H: -3.18 4.18 -1.48
H: -5.89 4.32 -0.63
H: -5.01 5.10 0.70
H: -3.57 3.13 0.84
H: -4.33 2.35 -0.55
H: -6.31 3.12 1.56
H: -5.03 2.17 2.25
H: -5.43 0.30 0.78
H: -6.85 0.82 1.64
H: -7.09 0.19 -2.04
H: -6.07 1.61 -2.21
H: -5.48 0.16 -1.35
H: 3.05 7.72 -0.04
H: 4.28 7.42 1.23
H: 4.00 6.22 -0.05
C: -10.22 -2.57 4.48
C: -9.60 -2.01 3.23
C: -9.62 -2.94 2.04
O: -8.47 -2.49 1.30
C: -7.60 -1.96 2.20
O: -6.47 -1.66 1.96
O: -8.18 -1.82 3.41
H: -9.99 -1.94 5.34
H: -11.31 -2.65 4.39
H: -9.81 -3.56 4.68
H: -10.03 -1.04 2.99
H: -10.53 -2.85 1.45
H: -9.47 -3.98 2.31
C: 7.75 1.71 -0.77
C: 7.79 3.20 -1.01
C: 8.20 4.03 0.17
O: 7.55 5.29 -0.10
C: 6.47 5.02 -0.85
O: 5.61 5.81 -1.10
O: 6.47 3.73 -1.27
H: 7.27 1.20 -1.60
H: 8.76 1.32 -0.66
H: 7.18 1.48 0.13
H: 8.41 3.42 -1.89
H: 9.28 4.17 0.25
H: 7.82 3.65 1.12
C: -4.07 -3.71 6.01
C: -5.04 -4.48 5.15
C: -5.41 -3.79 3.86
O: -6.71 -4.35 3.60
C: -7.25 -4.69 4.79
O: -8.39 -5.01 4.93
O: -6.33 -4.61 5.78
H: -3.99 -4.17 6.99
H: -3.09 -3.69 5.54
H: -4.41 -2.69 6.17
H: -4.66 -5.49 4.96
H: -4.73 -4.01 3.04
H: -5.52 -2.71 3.96
C: 4.84 -4.59 -6.44
C: 3.50 -3.97 -6.74
C: 2.64 -3.73 -5.53
O: 1.32 -3.76 -6.09
C: 1.37 -4.56 -7.19
O: 0.42 -4.95 -7.79
O: 2.66 -4.86 -7.51
H: 5.33 -4.92 -7.36
H: 5.49 -3.88 -5.93
H: 4.72 -5.48 -5.81
H: 3.63 -3.06 -7.33
H: 2.83 -2.77 -5.06
H: 2.72 -4.52 -4.78
C: 4.84 -9.95 -5.08
C: 5.13 -8.87 -4.06
C: 4.94 -9.30 -2.63
O: 4.64 -8.05 -1.99
C: 4.07 -7.25 -2.92
O: 3.54 -6.21 -2.68
O: 4.18 -7.79 -4.16
H: 4.81 -9.53 -6.09
H: 5.60 -10.72 -5.05
H: 3.87 -10.41 -4.90
H: 6.13 -8.46 -4.23
H: 5.83 -9.75 -2.19
H: 4.09 -9.97 -2.49
C: 1.18 -4.45 1.86
C: -0.25 -4.67 2.28
C: -0.88 -3.50 2.99
O: -1.88 -4.15 3.79
C: -1.44 -5.41 4.04
O: -1.94 -6.16 4.81
O: -0.35 -5.69 3.28
H: 1.62 -5.39 1.52
H: 1.24 -3.73 1.04
H: 1.79 -4.09 2.69
H: -0.85 -4.98 1.42
H: -1.34 -2.78 2.32
H: -0.19 -2.98 3.66